Computed, not measured: a structure of composition C26H14CeF9N3O3 in a non-equilibrium geometry, with the ωB97M-V functional and the def2-TZVPD basis.

Each line ends with the Löwdin charge.
Atoms and positions in Å:
Ce  11.8630  -1.7137  10.7193  1.62
C  10.9435  -1.4557  15.3057  0.01
C  10.9251  -1.2742  13.9152  -0.04
N  11.7359  -1.9863  13.1338  -0.03
C  12.5805  -2.9255  13.6552  -0.13
C  12.6635  -3.1343  15.0345  -0.10
C  11.7949  -2.3638  15.8678  0.07
C  13.5261  -4.1635  15.5337  0.02
C  14.2733  -4.9240  14.6981  0.03
C  14.1719  -4.7464  13.2638  -0.10
C  14.9133  -5.5217  12.3434  0.06
C  14.7178  -5.3552  10.9977  0.02
C  13.8049  -4.3700  10.5701  -0.05
N  13.1508  -3.6039  11.4248  -0.02
C  13.3240  -3.7709  12.7597  -0.13
H  10.2681  -0.8826  15.9111  0.13
H  10.2220  -0.5870  13.4476  0.13
H  11.7821  -2.4983  16.9262  0.13
H  13.5911  -4.3121  16.6036  0.13
H  14.9365  -5.6833  15.0746  0.13
H  15.5643  -6.3177  12.6850  0.14
H  15.2157  -5.9624  10.2609  0.13
H  13.5909  -4.2366  9.5014  0.14
O  13.8805  -1.9323  6.9953  0.24
C  13.6637  -1.5864  8.0941  -0.39
O  12.5686  -2.1592  8.8473  -0.24
C  14.4358  -0.5798  8.8801  -0.17
C  15.4983  0.1301  8.3649  0.05
C  16.1253  1.0508  9.1609  0.07
C  15.7897  1.1963  10.5275  -0.09
C  16.4181  2.0438  11.5187  0.04
C  16.0017  1.9800  12.8343  -0.03
C  14.9125  1.1701  13.2135  -0.03
C  14.2732  0.4169  12.2793  -0.03
C  14.6961  0.3875  10.9413  -0.19
N  13.9970  -0.4252  10.1191  0.07
H  15.7168  -0.0234  7.3228  0.14
H  16.9092  1.6520  8.7042  0.14
H  17.2480  2.6669  11.2534  0.12
H  16.4753  2.5882  13.5777  0.12
H  14.5951  1.2119  14.2329  0.12
H  13.4190  -0.1962  12.5849  0.08
F  7.4792  1.5142  10.0492  0.21
C  7.8932  0.3304  10.5051  -0.55
F  7.2951  -0.6271  9.8019  0.21
F  7.5379  0.1823  11.7857  0.19
C  9.4387  0.1931  10.3455  -0.23
O  9.9279  -0.9216  10.9510  -0.23
C  9.7296  0.0480  8.7814  -0.56
F  9.0138  0.7942  8.0118  0.27
F  11.0368  0.3068  8.5765  0.16
F  9.5461  -1.2366  8.4417  0.18
C  10.2053  1.4408  10.9100  -0.50
F  9.7482  1.7754  12.1258  0.19
F  10.1941  2.5099  10.1482  0.24
F  11.5220  1.0965  11.1137  0.11

Calculated total energy (eV): -75178.0825
Net charge: +2
F_max (Eh/bohr): 0.033
Orbital gap (eV): 6.574
2S+1: 1
HOMO level (eV): -14.927